[1]
ORCA calculation (the ωB97M-V functional and the def2-TZVPD basis) on C4H4N2O as an isolated structure at a distorted geometry.

Output
HOMO-LUMO gap (eV): 8.89
Highest occupied orbital energy (eV): -9.2
Relative energy (zero: lowest compared OMol25 entry of this formula, charge and spin) (kcal per mole): 85.24
2S+1: 1

Last column: natural (NBO) charge in e.
Atoms and positions in Å:
C1 -1.526 -1.087 0.050  -0.271
C2 -0.395 -0.488 -0.112  -0.045
C3 1.622 -0.220 -0.142  0.244
C4 -0.215 1.031 0.100  0.606
H1 -2.521 -0.529 0.413  0.220
H2 -1.739 -2.163 0.271  0.214
H3 2.683 -0.282 -0.478  0.217
H4 1.612 2.053 -0.083  0.420
N1 0.713 -1.161 -0.103  -0.392
N2 1.037 1.108 0.345  -0.612
O1 -1.273 1.738 -0.261  -0.601


[2]
ORCA calculation (the ωB97M-V functional and the def2-TZVPD basis) on a 3-piece molecular cluster, C4H4N2O overall at a distorted geometry.

Output
HOMO-LUMO gap (eV): 8.59
Highest occupied orbital energy (eV): -8.7
Relative energy (zero: lowest compared OMol25 entry of this formula, charge and spin) (kcal per mole): 117.42
2S+1: 1

Last column: natural (NBO) charge in e.
Atoms and positions in Å:
O1 1.500 2.335 -0.047  -0.445
C1 0.956 1.349 -0.361  0.739
C2 0.173 0.236 -0.079  -0.272
C3 -0.232 -0.774 -0.967  0.079
N1 -0.994 -1.662 -0.224  -0.503
C4 -1.035 -1.201 1.023  0.243
N2 -0.345 -0.053 1.173  -0.502
H1 1.149 0.917 -2.155  -0.147
H2 0.558 -0.039 -2.206  0.174
H3 -1.554 -1.659 1.870  0.206
H4 -0.224 0.497 2.013  0.428


[3]
ORCA calculation (the ωB97M-V functional and the def2-TZVPD basis) on C4H4N2O as an isolated structure at a distorted geometry.

Output
HOMO-LUMO gap (eV): 10.25
Highest occupied orbital energy (eV): -10.6
Relative energy (zero: lowest compared OMol25 entry of this formula, charge and spin) (kcal per mole): 127.35
2S+1: 1

Last column: natural (NBO) charge in e.
Atoms and positions in Å:
N1 2.542 0.051 0.997  -0.251
C1 1.711 -0.182 0.256  0.198
C2 0.836 -0.458 -0.766  -0.145
O1 -0.282 -1.089 -0.408  -0.464
C3 -1.154 -0.286 0.231  -0.130
C4 -1.198 0.959 0.847  0.191
N2 -1.204 1.979 1.373  -0.249
H1 1.399 -1.054 -1.465  0.249
H2 0.323 0.791 -1.137  0.167
H3 -1.543 0.090 -1.103  0.185
H4 -1.859 -0.884 0.769  0.248


[4]
ORCA calculation (the ωB97M-V functional and the def2-TZVPD basis) on C4H4N2O as an isolated structure at a distorted geometry.

Output
HOMO-LUMO gap (alpha / beta) (eV): 8.27 / 7.90
Highest occupied orbital energy (alpha / beta) (eV): -9.7 / -9.1
Relative energy (zero: lowest compared OMol25 entry of this formula, charge and spin) (kcal per mole): 128.43
2S+1: 1

Last column: natural (NBO) charge in e.
Atoms and positions in Å:
N1 2.669 -0.618 1.363  -0.261
C1 1.955 -0.488 0.459  0.173
C2 1.049 -0.335 -0.667  0.127
O1 -0.004 -1.025 -0.730  -0.503
C3 -1.469 -0.256 0.059  -0.123
C4 -0.896 1.073 0.275  -0.031
N2 -1.785 1.720 0.771  -0.205
H1 1.428 0.195 -1.545  0.200
H2 0.234 1.189 -0.030  0.166
H3 -2.209 -0.369 -0.728  0.229
H4 -1.610 -0.880 0.936  0.228